[1]
A 2-piece molecular cluster, C9H18O2P overall in a non-equilibrium geometry. Source: the OMol25 dataset; level of theory: ωB97M-V/def2-TZVPD.

Values from the calculation:
Net charge ... +1
HOMO-LUMO gap ... 8.356 eV
HOMO ... -12.18 eV
Lowest unoccupied orbital energy ... -3.8224 eV
Energy above the lowest of the compared OMol25 structures with the same formula, charge and spin ... 3.971 eV

Structure (XYZ):
```
30
Properties=species:S:1:pos:R:3:forces:R:3:mulliken_charge:R:1
C 1.4907 2.3093 1.0783 -0.610 2.079 -0.193 -0.090
C 3.1811 -0.4388 -1.2606 -1.796 3.706 0.099 -0.660
C 1.8942 -0.8262 -1.9130 0.922 -1.773 -2.426 -0.742
C 2.8545 -0.3423 0.2684 1.039 0.875 -1.678 -1.006
C 0.7642 -0.0502 -1.3976 -1.758 1.502 0.416 -0.428
C -4.2180 0.0536 -1.0937 1.276 0.919 1.925 -0.913
C 0.5057 -0.5576 1.7398 -0.510 -0.585 1.915 -1.340
C -3.7084 -0.2443 0.2985 -0.743 -0.092 0.269 -0.403
C -1.5183 0.6537 0.0799 2.087 3.579 -1.361 -0.260
O 1.6635 3.2571 0.3471 -0.145 -2.118 0.838 -0.350
O -2.2422 -0.3044 0.3406 -0.441 -1.627 0.316 -0.105
P 1.1604 0.4916 0.4158 0.863 -1.956 -0.604 1.048
H 1.4340 2.5258 2.2260 0.152 -1.091 -1.495 0.361
H 4.0390 -0.9324 -1.6659 0.566 -0.499 0.474 0.417
H 3.2046 0.6550 -1.6190 0.901 -1.159 0.557 0.261
H 2.0119 -0.7126 -3.0528 -0.433 -0.201 1.615 0.313
H 1.6738 -1.8591 -1.7167 0.081 -0.833 -0.089 0.342
H 2.7386 -1.3276 0.6214 -0.405 -1.284 0.722 0.440
H 3.7457 0.0424 0.7366 -0.101 0.617 0.684 0.512
H 0.6627 0.8459 -2.0346 -0.309 0.020 0.632 0.469
H -0.2130 -0.6216 -1.4381 1.150 0.829 0.354 0.292
H -3.6394 1.0136 -1.2814 -1.419 -1.205 -1.173 0.376
H -4.0469 -0.8491 -1.6417 0.726 -0.032 -1.079 0.289
H -5.2904 0.0806 -1.0209 -0.472 0.932 -0.140 0.370
H -0.5287 -0.3034 1.9979 0.463 0.154 -0.081 0.388
H 1.0808 -0.5093 2.7305 -0.332 0.038 -1.628 0.423
H 0.4349 -1.6328 1.4515 0.461 0.804 -0.132 0.410
H -4.0646 -1.2125 0.6382 0.269 0.024 0.317 0.274
H -3.8177 0.5183 1.0646 -1.109 0.041 -0.141 0.336
H -1.9421 1.6027 -0.5036 -0.373 -1.667 1.087 -0.025
```
Positions in Å, forces in eV/Å.


[2]
A 2-piece molecular cluster, C9H18O3Si overall in a non-equilibrium geometry. Source: the OMol25 dataset; level of theory: ωB97M-V/def2-TZVPD.

Values from the calculation:
Net charge ... 0
HOMO-LUMO gap (spin up / spin down) ... 7.670 / 6.459 eV
HOMO (spin up / spin down) ... -7.38 / -6.97 eV
Lowest unoccupied orbital energy (spin up / spin down) ... 0.2905 / -0.5112 eV
Energy above the lowest of the compared OMol25 structures with the same formula, charge and spin ... 8.194 eV

Structure (XYZ):
```
31
Properties=species:S:1:pos:R:3:forces:R:3:mulliken_charge:R:1
C 1.8149 -1.6920 -0.8312 1.887 -3.953 0.834 -1.031
C 2.8475 -2.2821 -0.0516 0.239 -1.045 -0.419 -0.212
C 3.6899 -1.7357 0.8455 -0.660 0.713 -0.551 0.607
C -2.0853 -2.0345 -0.9268 0.097 0.474 0.193 -0.792
C 1.3491 2.3773 1.1857 0.495 1.300 0.566 -0.930
C -0.9134 3.5595 -1.5185 0.991 -0.079 -0.622 -0.735
C -1.8626 -2.1584 0.6381 -2.469 -1.233 -1.170 -0.675
C -0.7671 -1.2662 1.1790 -0.734 0.261 -0.017 -0.208
C -0.3353 1.5412 -0.3338 1.004 0.717 -0.800 0.396
O 4.4124 -1.1902 1.5740 -0.103 -0.433 -0.112 -0.362
O 1.0733 1.7894 -0.0644 -1.354 0.700 -0.899 -0.404
O -1.1205 2.6795 -0.4162 0.039 1.139 0.120 -0.304
Si -1.1922 0.6707 1.0582 1.262 -2.952 0.964 -0.218
H 1.1187 -2.2594 -1.3804 -0.250 -1.017 -0.504 0.327
H 1.6488 -0.7322 -0.8366 -0.674 5.157 0.233 0.402
H 3.0762 -3.3502 -0.2270 -0.175 0.567 0.318 0.266
H -1.0361 -1.9363 -1.3939 -1.878 -0.434 0.179 0.102
H -2.6920 -2.9229 -1.2192 0.982 0.380 -0.270 0.363
H -2.7626 -1.1720 -1.2865 1.341 -0.849 0.892 0.238
H 0.5735 2.9439 1.7446 -0.140 -0.262 -1.036 0.331
H 2.2353 3.0553 1.1705 -0.573 -0.548 -0.560 0.276
H 1.5865 1.5655 1.7960 0.674 -1.228 1.564 0.389
H 0.1871 3.7165 -1.7759 -1.156 0.124 0.964 0.285
H -1.4214 4.5070 -1.1756 0.529 -0.988 -1.124 0.245
H -1.2534 3.0537 -2.4685 -0.492 0.822 0.877 0.272
H -2.8892 -1.9810 1.0745 1.052 -0.059 -0.020 0.306
H -1.6562 -3.2864 0.8382 -0.082 1.870 -0.184 0.318
H 0.0817 -1.7540 0.6752 0.469 1.134 0.701 0.067
H -0.7783 -1.4535 2.2538 0.629 -0.081 0.145 0.378
H -0.3150 1.1019 -1.3330 0.142 -0.593 0.035 0.437
H -2.6142 0.6460 1.2058 -1.092 0.398 -0.296 -0.131
```
Positions in Å, forces in eV/Å.


[3]
A 2-piece molecular cluster, C9H18O6P overall in a non-equilibrium geometry. Source: the OMol25 dataset; level of theory: ωB97M-V/def2-TZVPD.

Values from the calculation:
Net charge ... -1
HOMO-LUMO gap ... 7.014 eV
HOMO ... -4.32 eV
Lowest unoccupied orbital energy ... 2.6951 eV

Structure (XYZ):
```
34
Properties=species:S:1:pos:R:3:forces:R:3:mulliken_charge:R:1
O 2.3057 0.9278 1.3198 -1.933 2.364 -7.387 -0.547
C 1.9109 1.3483 0.1051 -0.722 -3.434 6.134 0.199
O 0.6268 0.8246 -0.3962 4.512 3.069 0.544 -0.166
C -0.0182 1.8714 -1.2435 -0.576 0.275 -0.518 -0.399
C -1.1494 2.6781 -0.3577 2.207 0.826 0.389 -0.745
P -2.8510 2.5038 -1.2088 0.111 1.880 -0.520 -0.108
O -2.6980 0.7634 -0.8934 -1.532 -0.106 2.025 -0.491
C -3.5301 0.3515 0.2839 -0.935 0.874 -1.727 -0.267
C -4.7042 1.5426 0.2828 0.053 -0.939 0.563 -0.429
O -3.8556 2.7782 0.2107 -2.109 -3.331 0.504 -0.474
H 2.5905 2.1263 -0.4448 -1.783 -1.430 0.460 0.285
H 0.8319 2.5937 -1.6488 -1.743 -1.383 0.782 0.256
H -0.4698 1.2863 -2.1720 0.752 1.378 2.154 0.245
H -0.8397 3.8286 -0.4091 -0.635 -2.312 0.168 0.375
H -1.1502 2.3911 0.7923 0.264 0.222 -2.452 0.226
H -4.0995 2.4256 -1.9492 0.022 -0.355 0.163 0.055
H -2.2579 2.4939 -2.5242 0.755 -0.696 0.085 0.093
H -2.7867 3.9562 -1.2942 -0.590 0.039 -0.388 -0.041
H -3.0118 0.4110 1.3554 -0.694 -0.369 -2.443 0.174
H -3.8871 -0.7234 -0.0843 0.488 2.130 1.528 0.247
H -5.4630 1.4721 1.2020 2.120 0.546 -1.432 0.260
H -5.4687 1.3735 -0.6183 2.024 0.656 1.370 0.261
O 4.0229 -5.6435 -0.0810 -0.003 1.856 0.101 -0.601
C 3.8016 -4.4957 0.2678 0.587 -1.852 -0.428 0.487
O 4.4385 -3.4002 -0.2407 -0.137 -1.053 -0.093 -0.351
C 4.0123 -2.2388 0.4702 0.054 0.877 0.083 -0.338
C 2.6817 -2.6072 1.0726 -0.736 0.544 0.371 -0.400
C 2.8365 -4.0833 1.3378 -0.457 0.232 -0.003 -0.345
H 4.7620 -2.0009 1.2321 -0.032 -0.016 -0.065 0.228
H 3.9279 -1.3944 -0.2200 0.175 -0.246 0.052 0.244
H 2.4376 -2.0254 1.9654 0.059 0.041 -0.260 0.317
H 1.8844 -2.4480 0.3364 0.141 0.074 0.162 0.234
H 3.2843 -4.2762 2.3166 -0.049 -0.155 -0.077 0.250
H 1.8855 -4.6112 1.2357 0.340 -0.204 0.155 0.268
```
Positions in Å, forces in eV/Å.


Copy entry 1 word for word.
A 2-piece molecular cluster, C9H18O2P overall in a non-equilibrium geometry. Source: the OMol25 dataset; level of theory: ωB97M-V/def2-TZVPD.

Values from the calculation:
Net charge ... +1
HOMO-LUMO gap ... 8.356 eV
HOMO ... -12.18 eV
Lowest unoccupied orbital energy ... -3.8224 eV
Energy above the lowest of the compared OMol25 structures with the same formula, charge and spin ... 3.971 eV

Structure (XYZ):
```
30
Properties=species:S:1:pos:R:3:forces:R:3:mulliken_charge:R:1
C 1.4907 2.3093 1.0783 -0.610 2.079 -0.193 -0.090
C 3.1811 -0.4388 -1.2606 -1.796 3.706 0.099 -0.660
C 1.8942 -0.8262 -1.9130 0.922 -1.773 -2.426 -0.742
C 2.8545 -0.3423 0.2684 1.039 0.875 -1.678 -1.006
C 0.7642 -0.0502 -1.3976 -1.758 1.502 0.416 -0.428
C -4.2180 0.0536 -1.0937 1.276 0.919 1.925 -0.913
C 0.5057 -0.5576 1.7398 -0.510 -0.585 1.915 -1.340
C -3.7084 -0.2443 0.2985 -0.743 -0.092 0.269 -0.403
C -1.5183 0.6537 0.0799 2.087 3.579 -1.361 -0.260
O 1.6635 3.2571 0.3471 -0.145 -2.118 0.838 -0.350
O -2.2422 -0.3044 0.3406 -0.441 -1.627 0.316 -0.105
P 1.1604 0.4916 0.4158 0.863 -1.956 -0.604 1.048
H 1.4340 2.5258 2.2260 0.152 -1.091 -1.495 0.361
H 4.0390 -0.9324 -1.6659 0.566 -0.499 0.474 0.417
H 3.2046 0.6550 -1.6190 0.901 -1.159 0.557 0.261
H 2.0119 -0.7126 -3.0528 -0.433 -0.201 1.615 0.313
H 1.6738 -1.8591 -1.7167 0.081 -0.833 -0.089 0.342
H 2.7386 -1.3276 0.6214 -0.405 -1.284 0.722 0.440
H 3.7457 0.0424 0.7366 -0.101 0.617 0.684 0.512
H 0.6627 0.8459 -2.0346 -0.309 0.020 0.632 0.469
H -0.2130 -0.6216 -1.4381 1.150 0.829 0.354 0.292
H -3.6394 1.0136 -1.2814 -1.419 -1.205 -1.173 0.376
H -4.0469 -0.8491 -1.6417 0.726 -0.032 -1.079 0.289
H -5.2904 0.0806 -1.0209 -0.472 0.932 -0.140 0.370
H -0.5287 -0.3034 1.9979 0.463 0.154 -0.081 0.388
H 1.0808 -0.5093 2.7305 -0.332 0.038 -1.628 0.423
H 0.4349 -1.6328 1.4515 0.461 0.804 -0.132 0.410
H -4.0646 -1.2125 0.6382 0.269 0.024 0.317 0.274
H -3.8177 0.5183 1.0646 -1.109 0.041 -0.141 0.336
H -1.9421 1.6027 -0.5036 -0.373 -1.667 1.087 -0.025
```
Positions in Å, forces in eV/Å.


Question: The lowest net charge belongs to which entry?
Answer: C9H18O6P